(1)
This record from the Open Molecules 2025 dataset describes C4H2O2Sc as an isolated structure. The level of theory is the ωB97M-V functional and the def2-TZVPD basis.

XYZ file:
```
9
Properties=species:S:1:pos:R:3:forces:R:3:mulliken_charge:R:1
H 1.841531 -0.425578 2.993039 3.24 0.87 -0.67 0.196
O 2.874541 -1.611322 1.504710 1.00 1.03 -0.88 -0.272
C 2.135608 -0.747169 1.853287 -3.74 -2.18 5.56 0.261
C 0.704414 -0.672565 1.667450 -0.51 0.28 -5.50 0.135
C -0.217945 -0.271237 0.945964 -0.33 0.30 0.21 -0.101
C -1.152261 -0.012523 -0.082353 0.08 -1.70 2.82 0.236
O -1.115789 1.004844 -0.779878 -1.01 1.69 -2.20 -0.545
Sc -2.339422 2.098783 -2.201091 0.94 -0.42 0.80 1.766
H -1.978722 -0.740759 -0.168073 0.31 0.13 -0.14 0.324
```
Positions in Å, forces in eV/Å.

## Properties
* highest occupied orbital energy (alpha / beta): -16.4 / -16.4 eV
* relative energy (zero: lowest compared OMol25 entry of this formula, charge and spin): 47.3 kJ/mol
* electronic energy: -28950.344 eV
* LUMO (alpha / beta): -11.0923 / -11.0504 eV
* orbital gap (alpha / beta): 5.3 / 5.4 eV
* 2S+1: 2
* <S²>: 0.753
* total charge: +2

(2)
This record from the Open Molecules 2025 dataset describes one molecule with the formula C4H2S. The level of theory is the ωB97M-V functional and the def2-TZVPD basis.

XYZ file:
```
7
Properties=species:S:1:pos:R:3:forces:R:3:mulliken_charge:R:1
C 0.693194 1.053357 -0.028532 -2.23 -2.00 0.09 0.363
C -0.234277 0.260061 -0.023212 0.23 0.48 -0.06 -0.454
C -1.362035 -0.699940 -0.027618 2.31 1.04 0.01 -0.442
C -2.595746 -0.286901 -0.018724 -1.02 0.41 0.05 0.117
S -4.051336 0.253514 0.007117 0.41 -0.22 -0.03 -0.316
H 1.507022 1.706750 0.026752 0.57 0.51 -0.03 0.418
H -1.086046 -1.742126 -0.018745 -0.26 -0.22 -0.02 0.314
```
Positions in Å, forces in eV/Å.

## Properties
* structure (SMILES): C#CC=C=S
* highest occupied orbital energy: -8.6 eV
* relative energy (zero: lowest compared OMol25 entry of this formula, charge and spin): 0.0 kJ/mol
* electronic energy: -15012.142 eV
* LUMO: -0.5138 eV
* orbital gap: 8.1 eV
* 2S+1: 1
* total charge: 0

(3)
This record from the Open Molecules 2025 dataset describes C4H2S as an isolated structure. The level of theory is the ωB97M-V functional and the def2-TZVPD basis.

XYZ file:
```
7
Properties=species:S:1:pos:R:3:forces:R:3:mulliken_charge:R:1
C -0.285819 -1.231866 -0.930012 2.04 2.06 0.43 0.025
C 0.956105 0.292343 0.851504 1.29 1.62 1.73 -0.082
C 0.607455 -0.447892 -0.226375 -3.69 -2.75 -0.62 0.267
C 0.786233 -1.835052 -0.393382 0.68 -1.92 0.00 -0.800
S 2.570715 0.058787 0.802431 1.32 1.85 1.59 -0.193
H -1.142101 -0.915583 -1.344456 -3.08 -0.05 -1.96 0.500
H 0.236805 0.850870 1.559107 1.44 -0.80 -1.18 0.282
```
Positions in Å, forces in eV/Å.

## Properties
* highest occupied orbital energy: -8.7 eV
* relative energy (zero: lowest compared OMol25 entry of this formula, charge and spin): 336.2 kJ/mol
* electronic energy: -15008.657 eV
* LUMO: -1.3246 eV
* orbital gap: 7.4 eV
* 2S+1: 1
* total charge: 0

(4)
This record from the Open Molecules 2025 dataset describes one molecule with the formula C4H2S2. The level of theory is the ωB97M-V functional and the def2-TZVPD basis.

XYZ file:
```
8
Properties=species:S:1:pos:R:3:forces:R:3:mulliken_charge:R:1
S 1.807580 -0.971615 -2.958986 -0.65 0.11 0.32 -0.255
C 0.958883 -0.915683 -1.587789 1.93 0.14 -0.28 0.092
C 0.494896 0.134639 -0.657066 -1.78 1.86 0.73 -0.264
C -0.012273 -0.769832 0.243768 2.69 -2.07 -1.06 -0.238
C 0.703563 -1.953145 -0.499098 -1.60 1.67 -0.27 0.233
S 1.107763 -3.482439 -0.311597 -0.10 0.21 0.21 -0.283
H 0.449199 1.321815 -0.675229 0.24 -2.90 -0.14 0.312
H -0.351390 -0.961363 1.237600 -0.71 0.97 0.49 0.404
```
Positions in Å, forces in eV/Å.

## Properties
* structure (SMILES): S=c1ccc1=S
* highest occupied orbital energy: -8.8 eV
* relative energy (zero: lowest compared OMol25 entry of this formula, charge and spin): 63.7 kJ/mol
* electronic energy: -25847.546 eV
* LUMO: -1.0917 eV
* orbital gap: 7.7 eV
* 2S+1: 1
* total charge: 0

Question: What is the formula in the third record?
Answer: C4H2S